1.
{
  "formula": "C14H8N4O3",
  "method": "ωB97M-V/def2-TZVPD",
  "elements": ["O", "C", "N", "C", "N", "C", "N", "C", "C", "C", "C", "C", "O", "C", "C", "C", "C", "O", "C", "N", "C", "H", "H", "H", "H", "H", "H", "H", "H"],
  "coordinates": [[3.109212, -3.340071, 1.484107], [2.796611, -2.724780, 0.421330], [3.020216, -3.324551, -0.778657], [2.878572, -2.659021, -2.023392], [2.270082, -1.548806, -2.112828], [1.737384, -0.964799, -1.010723], [1.121402, 0.201172, -1.189204], [0.547009, 0.828605, -0.167672], [-0.201119, 2.012022, -0.441614], [-0.281287, 3.206762, 0.232238], [-1.332025, 3.917209, -0.512407], [-1.785360, 3.135051, -1.529750], [-1.027406, 1.975425, -1.614580], [0.672779, 0.193904, 1.179120], [0.029010, 0.791518, 2.392099], [-1.291836, 1.475566, 2.573426], [-1.217480, 2.173913, 3.716846], [0.038420, 1.991587, 4.291247], [0.742845, 1.109092, 3.496858], [1.360527, -0.960955, 1.367876], [1.949792, -1.510005, 0.341371], [3.759611, -4.055064, -0.820287], [3.347546, -3.131957, -2.921461], [0.223515, 3.454552, 1.211669], [-1.861523, 4.739903, -0.191721], [-2.654575, 3.369599, -2.034039], [-2.280562, 1.326111, 2.021554], [-2.068691, 2.758903, 4.116424], [1.743465, 0.905249, 3.848303]],
  "forces_ev_per_angstrom": [[-0.491, 2.199, -2.866], [-0.615, -2.299, 4.368], [2.032, -0.306, -3.015], [0.069, -0.303, 1.166], [0.226, -0.221, -1.653], [0.622, -0.013, 2.829], [-0.599, -0.007, -0.130], [1.504, -3.186, 1.760], [-0.711, 1.697, -0.911], [-1.055, -0.618, -0.722], [1.004, -2.125, 0.227], [3.227, -0.126, 2.508], [-0.251, 1.003, 2.000], [-0.627, -0.299, -0.779], [-0.567, 0.668, -0.505], [-0.399, -1.217, -0.999], [0.244, -0.608, -0.380], [-0.855, -0.046, 0.147], [-0.924, 1.246, 0.294], [-0.692, 1.997, 0.682], [-0.034, 0.503, -3.544], [-1.111, 0.521, 0.635], [-0.527, 0.291, 0.992], [-0.722, -0.249, -1.583], [-0.675, 1.937, 0.547], [-1.290, -0.424, -1.795], [1.924, 0.346, 0.490], [1.402, -0.305, 0.466], [-0.110, -0.055, -0.229]],
  "smiles": "O=c1[nH]cnc2nc(-c3ccco3)c(-c3ccoc3)nc12",
  "relative_energy_kj_mol": 88.50,
  "total_charge": 0,
  "e_homo_ha": -0.310,
  "lumo_ev": -0.574,
  "multiplicity": 1
}



2.
{
  "formula": "C14H9BrCl5NO3SZr",
  "method": "ωB97M-V/def2-TZVPD",
  "elements": ["Zr", "Br", "C", "C", "C", "C", "C", "N", "C", "O", "O", "H", "H", "H", "C", "S", "C", "O", "H", "H", "H", "H", "H", "H", "Cl", "C", "C", "C", "Cl", "C", "Cl", "C", "Cl", "C", "Cl"],
  "coordinates": [[0.088348, -0.021782, -0.203406], [0.353531, 1.735128, 2.439895], [-0.335127, 0.033491, 2.870694], [-0.589428, -0.449317, 4.133286], [-1.121325, -1.735056, 4.214609], [-1.396867, -2.483981, 3.069885], [-1.102386, -1.917226, 1.855306], [-0.573487, -0.684321, 1.780957], [-1.371982, -2.521432, 0.503658], [-1.992929, -3.505841, 0.321384], [-0.843990, -1.708675, -0.491331], [-0.387856, 0.140702, 5.015973], [-1.331345, -2.152110, 5.191491], [-1.828198, -3.474507, 3.118438], [-2.434067, 3.573636, -1.655922], [-1.849892, 1.948048, -2.019519], [-3.289500, 0.980803, -1.671241], [-0.868865, 1.648227, -0.798764], [-2.888494, 3.588516, -0.666946], [-3.158821, 3.808790, -2.438607], [-1.584034, 4.249623, -1.727212], [-4.022147, 1.217315, -2.446066], [-3.663546, 1.232706, -0.680018], [-3.018033, -0.071055, -1.760567], [2.949544, -0.617910, 1.550118], [3.230617, -0.375541, -0.158605], [2.105860, -0.150045, -0.917010], [2.233236, -0.089210, -2.278390], [0.673589, -0.021936, -3.104994], [3.445152, -0.164593, -2.932835], [3.526160, -0.076537, -4.630657], [4.587028, -0.335506, -2.130238], [6.112745, -0.412596, -2.866413], [4.487849, -0.462012, -0.730322], [5.858671, -0.725780, 0.243382]],
  "forces_ev_per_angstrom": [[0.352, 0.176, -0.145], [0.083, 0.071, 0.033], [-0.080, -0.162, -0.032], [-0.031, -0.051, 0.059], [-0.005, -0.016, 0.095], [-0.019, -0.039, 0.109], [0.009, 0.168, 0.134], [0.013, -0.122, 0.188], [0.105, 0.378, -0.411], [0.038, -0.127, -0.106], [-0.264, -0.387, 0.456], [0.000, -0.003, -0.009], [-0.005, -0.008, -0.015], [0.000, 0.006, 0.001], [-0.029, 0.065, 0.048], [0.554, 0.114, 0.031], [-0.076, -0.041, 0.086], [-0.954, 0.102, -0.636], [-0.009, 0.074, -0.016], [-0.001, 0.065, 0.055], [-0.024, 0.024, 0.006], [-0.011, 0.011, 0.044], [-0.081, -0.069, -0.010], [-0.019, -0.028, 0.020], [0.087, 0.053, -0.181], [0.056, -0.032, 0.198], [0.105, -0.226, 0.348], [-0.165, -0.014, -0.163], [0.139, 0.045, -0.046], [-0.026, -0.037, -0.047], [0.060, -0.002, -0.029], [0.058, 0.037, 0.028], [0.060, -0.018, -0.042], [0.007, 0.001, -0.003], [0.076, -0.007, -0.050]],
  "relative_energy_kj_mol": 7.60,
  "total_charge": 2,
  "e_homo_ha": -0.541,
  "lumo_ev": -7.392,
  "multiplicity": 1
}



3.
{
  "formula": "C14H9Cl3NO4SiTc",
  "method": "ωB97M-V/def2-TZVPD",
  "elements": ["Tc", "O", "C", "C", "C", "C", "C", "C", "C", "O", "N", "O", "O", "H", "H", "H", "H", "Cl", "Si", "Cl", "Cl", "C", "C", "C", "C", "C", "C", "C", "H", "H", "H", "H", "H"],
  "coordinates": [[-0.251500, 0.338000, -0.691000], [1.596300, 0.505600, -1.508400], [2.478300, 1.348900, -1.242400], [2.309500, 2.538500, -0.483400], [3.376200, 3.451600, -0.360600], [3.149100, 4.705900, 0.154900], [1.879000, 5.105000, 0.590000], [0.834600, 4.215500, 0.537400], [1.012300, 2.913100, 0.020700], [-0.024700, 2.140400, -0.062300], [4.262700, 5.674700, 0.202300], [3.954200, 6.817200, 0.399300], [5.361400, 5.229100, 0.012800], [3.462500, 1.186700, -1.699500], [4.376900, 3.190600, -0.680400], [1.749900, 6.114800, 0.961800], [-0.154100, 4.498400, 0.861700], [-2.668700, 0.537100, -0.018100], [-2.337600, -1.480200, 0.168200], [-2.529900, -2.508000, -1.502200], [-2.801700, -2.209300, 1.919700], [0.212200, -1.128900, 0.380200], [0.917500, -2.171700, 0.926900], [1.759400, -2.787800, -0.048500], [2.494400, -3.894600, 0.293000], [2.431500, -4.406700, 1.586800], [1.638800, -3.796800, 2.556500], [0.881300, -2.691800, 2.238900], [1.787100, -2.364400, -1.041800], [3.129000, -4.355600, -0.448800], [3.010600, -5.278800, 1.841500], [1.636000, -4.183000, 3.565700], [0.297100, -2.187900, 2.990800]],
  "forces_ev_per_angstrom": [[0.903, -3.544, 2.371], [-0.977, -0.631, -0.065], [0.847, 1.034, 0.345], [-0.846, -0.092, 0.327], [0.137, 0.429, 0.067], [-0.289, -0.670, -0.146], [0.317, -0.043, -0.090], [-0.160, -0.627, -0.171], [1.873, 1.404, 0.024], [-1.457, -1.220, -0.162], [-0.524, -0.456, -0.100], [0.008, 0.656, 0.186], [0.707, -0.112, -0.071], [-0.170, -0.072, 0.013], [0.004, 0.006, -0.083], [-0.030, -0.073, -0.019], [-0.085, 0.028, 0.083], [-0.634, 0.222, 0.089], [1.610, 1.190, -0.602], [-0.116, -0.126, 0.056], [0.030, -0.131, 0.092], [-1.771, 3.582, -2.321], [0.881, -1.070, 0.075], [-0.287, 0.166, 0.216], [0.168, -0.116, -0.048], [-0.100, 0.188, -0.142], [-0.016, 0.068, 0.027], [-0.063, 0.300, -0.030], [0.110, -0.094, -0.117], [0.039, -0.079, -0.017], [0.099, -0.122, 0.052], [-0.062, 0.001, 0.018], [-0.145, 0.004, 0.143]],
  "relative_energy_kj_mol": 90.69,
  "total_charge": 2,
  "e_homo_ha": [-0.565, -0.565],
  "lumo_ev": [-9.144, -9.145],
  "multiplicity": 1
}



4.
{
  "formula": "C14H9F5HfNO4S6",
  "method": "ωB97M-V/def2-TZVPD",
  "elements": ["Hf", "S", "C", "S", "C", "C", "S", "S", "S", "C", "C", "C", "C", "C", "C", "C", "S", "O", "O", "N", "C", "C", "O", "O", "H", "H", "H", "H", "H", "H", "H", "H", "H", "F", "C", "F", "C", "F", "F", "F"],
  "coordinates": [[-1.046876, 1.184498, 0.355501], [3.377180, 1.331688, 6.573182], [2.427786, 1.265766, 5.213699], [3.043108, 1.410258, 3.614420], [1.525151, 1.264637, 2.767343], [0.433411, 1.069852, 3.539360], [-1.166137, 0.809814, 2.922781], [0.729138, 0.999093, 5.257966], [1.485710, 1.358744, 1.034784], [2.878745, -4.261856, -1.075352], [2.033531, -3.061316, -1.389800], [2.099288, -2.445120, -2.633176], [1.314938, -1.340086, -2.924637], [0.446342, -0.832609, -1.970768], [0.361087, -1.443469, -0.719880], [1.150707, -2.546466, -0.443877], [-0.422835, 0.674524, -2.358917], [0.175583, 1.718780, -1.457348], [-0.306190, 0.886903, -3.767110], [-1.832813, 0.625161, -1.679757], [-2.732379, -0.496496, -1.806785], [-3.146938, -0.934708, -0.396923], [-3.983979, -1.782491, -0.214242], [-2.481983, -0.321112, 0.562526], [3.746201, -4.309056, -1.732860], [2.311828, -5.186170, -1.202321], [3.230993, -4.231324, -0.044464], [2.780993, -2.826536, -3.383743], [1.378560, -0.858354, -3.890576], [-0.327868, -1.164579, 0.080615], [1.078399, -3.003718, 0.535041], [-2.279813, -1.353201, -2.316890], [-3.634413, -0.224501, -2.356655], [-3.330679, 2.992910, 1.646346], [-2.468141, 3.102072, 0.580071], [-3.255816, 3.381709, -0.521844], [-1.622726, 4.355111, 0.834312], [-0.654845, 4.037996, 1.721296], [-1.021206, 4.757332, -0.290120], [-2.293058, 5.396319, 1.338784]],
  "forces_ev_per_angstrom": [[-0.504, 0.476, 0.769], [-0.095, 0.017, -0.156], [0.184, -0.144, 0.272], [-0.022, 0.090, -0.001], [-0.290, -0.049, 0.135], [0.250, 0.061, -0.248], [-0.073, -0.086, -0.274], [-0.026, 0.090, -0.006], [-0.382, 0.016, -0.249], [0.062, -0.009, 0.024], [-0.064, 0.039, 0.036], [-0.020, 0.034, -0.022], [0.048, -0.026, -0.062], [0.081, 0.029, -0.132], [-0.102, -0.160, 0.004], [0.031, 0.014, -0.023], [-0.017, 0.162, 0.232], [0.114, -0.328, -0.049], [-0.054, 0.046, 0.064], [0.347, -0.286, 0.197], [-0.233, -0.082, -0.079], [0.088, -0.100, 0.102], [-0.030, 0.040, -0.121], [0.244, 0.308, -0.042], [0.003, -0.018, 0.003], [-0.029, 0.009, -0.007], [-0.002, -0.004, 0.001], [0.001, 0.003, -0.006], [-0.021, 0.021, 0.011], [0.082, 0.014, -0.337], [0.004, -0.015, -0.003], [-0.035, -0.030, 0.046], [0.024, -0.009, -0.004], [0.054, -0.011, -0.168], [0.466, -0.160, -0.125], [0.017, -0.061, 0.122], [-0.013, -0.123, 0.320], [-0.023, 0.133, -0.026], [0.056, 0.013, -0.136], [-0.121, 0.090, -0.063]],
  "relative_energy_kj_mol": 21.84,
  "total_charge": -1,
  "e_homo_ha": -0.171,
  "lumo_ev": 2.216,
  "multiplicity": 1
}



5.
{
  "formula": "C15H10AuF10N2SSe",
  "method": "ωB97M-V/def2-TZVPD",
  "elements": ["Au", "N", "C", "C", "C", "N", "H", "H", "H", "H", "H", "H", "H", "H", "H", "H", "F", "C", "C", "F", "C", "F", "C", "S", "C", "F", "C", "F", "F", "C", "C", "F", "C", "F", "C", "Se", "C", "F", "C", "F"],
  "coordinates": [[-0.005378, 0.181127, -0.131453], [2.454246, 0.045686, -0.540992], [3.022843, 0.994538, -1.509799], [2.585090, 2.433047, -1.242398], [1.122523, 2.750809, -1.558023], [0.176303, 2.329162, -0.491270], [2.855792, 0.188151, 0.380304], [2.662311, -0.907519, -0.813823], [2.693176, 0.694249, -2.505432], [4.116282, 0.959010, -1.494880], [3.197347, 3.074889, -1.876716], [2.811310, 2.705249, -0.205687], [0.828516, 2.254934, -2.483369], [1.027453, 3.828194, -1.708671], [-0.753534, 2.663470, -0.723023], [0.436024, 2.778534, 0.381544], [-6.280919, -3.309948, 0.082129], [-5.012541, -2.989709, 0.175008], [-4.637757, -1.671283, 0.399692], [-5.560750, -0.729514, 0.519734], [-3.302357, -1.341150, 0.495611], [-3.026148, -0.069821, 0.739083], [-2.287649, -2.303259, 0.351843], [-0.564754, -2.043611, 0.402766], [-2.705324, -3.629337, 0.143929], [-1.797617, -4.580501, 0.006624], [-4.038656, -3.970268, 0.048896], [-4.392080, -5.225857, -0.171150], [-0.714542, 0.408672, 8.539341], [-0.441291, 0.166923, 7.277884], [0.464424, 0.979376, 6.602862], [1.047687, 1.986880, 7.233035], [0.745324, 0.719954, 5.278603], [1.605719, 1.494066, 4.628900], [0.142394, -0.347382, 4.605235], [0.625161, -0.754128, 2.836997], [-0.775171, -1.137854, 5.303004], [-1.375220, -2.139689, 4.675412], [-1.063000, -0.895388, 6.629996], [-1.921741, -1.658902, 7.286354]],
  "forces_ev_per_angstrom": [[-0.346, -0.271, 0.144], [0.060, -0.001, -0.044], [0.102, 0.120, 0.139], [-0.208, -0.257, -0.048], [0.277, 0.052, -0.034], [-0.035, -0.273, -0.071], [0.083, -0.018, -0.026], [0.102, 0.000, 0.018], [0.025, -0.009, -0.014], [-0.020, -0.005, -0.095], [0.006, 0.065, 0.051], [0.035, 0.052, -0.013], [-0.050, 0.023, 0.008], [-0.071, -0.023, -0.009], [-0.012, 0.063, 0.058], [-0.039, 0.023, 0.036], [-0.125, -0.006, -0.006], [0.157, 0.022, 0.009], [0.097, -0.006, -0.011], [-0.060, -0.009, 0.032], [-0.043, -0.029, -0.041], [0.257, 0.160, 0.019], [0.411, 0.021, 0.030], [-0.630, 0.505, -0.276], [-0.126, 0.027, 0.003], [0.003, -0.099, 0.001], [0.132, -0.130, -0.012], [-0.039, -0.039, 0.001], [-0.030, 0.023, 0.140], [0.042, -0.029, -0.152], [0.034, 0.014, -0.094], [-0.004, 0.047, 0.064], [-0.051, -0.119, -0.048], [0.047, 0.092, 0.130], [0.141, -0.094, -0.367], [-0.029, 0.136, 0.463], [0.046, 0.100, -0.073], [-0.081, -0.083, 0.129], [-0.009, -0.033, -0.100], [-0.050, -0.010, 0.060]],
  "relative_energy_kj_mol": 73.73,
  "total_charge": 1,
  "s_squared": 2.033,
  "e_homo_ha": [-0.432, -0.433],
  "lumo_ev": [-2.675, -6.187],
  "multiplicity": 3
}



6.
{
  "formula": "C15H10Cl2NdO4",
  "method": "ωB97M-V/def2-TZVPD",
  "elements": ["Nd", "C", "C", "O", "C", "C", "C", "C", "C", "C", "O", "H", "H", "H", "H", "H", "H", "H", "Cl", "C", "C", "C", "Cl", "C", "O", "C", "C", "O", "C", "H", "H", "H"],
  "coordinates": [[-12.822292, -6.781978, 1.648024], [-9.222333, -4.849133, -0.663593], [-10.250679, -5.962743, -0.418417], [-10.983201, -5.774301, 0.597423], [-10.407924, -7.147812, -1.215373], [-9.623045, -7.297564, -2.362847], [-9.707992, -8.346256, -3.227543], [-10.658181, -9.364357, -3.047428], [-11.483381, -9.203066, -1.957241], [-11.397051, -8.137792, -1.011856], [-12.294734, -8.075217, -0.050829], [-9.283115, -4.225860, 0.223324], [-9.466942, -4.305163, -1.552256], [-8.163508, -5.198210, -0.770310], [-8.846021, -6.578464, -2.519902], [-8.978654, -8.338579, -4.019330], [-10.716833, -10.230818, -3.672516], [-12.250605, -9.924205, -1.733744], [-18.480146, -5.866862, 6.604672], [-17.366866, -6.054577, 5.364872], [-17.656627, -5.355406, 4.192512], [-16.804454, -5.404536, 3.155458], [-17.280816, -4.574397, 1.739596], [-15.555963, -6.066155, 3.280956], [-14.752691, -5.958661, 2.279741], [-15.233860, -6.759390, 4.463571], [-13.996863, -7.440859, 4.621778], [-13.057586, -7.532305, 3.797221], [-16.180180, -6.729874, 5.544679], [-18.586482, -4.799682, 4.080321], [-13.816491, -7.966324, 5.566570], [-15.994511, -7.187343, 6.506589]],
  "forces_ev_per_angstrom": [[0.623, -0.045, -1.100], [0.458, -1.348, 0.610], [0.210, 0.175, 0.668], [-0.135, 0.046, 0.014], [-0.216, 0.224, -0.282], [0.606, -0.022, 0.063], [0.448, -0.044, -0.514], [0.230, 1.299, 1.214], [-0.358, -0.161, 0.744], [-0.336, -0.314, -0.875], [-0.189, 0.111, 0.680], [0.041, 0.248, -0.177], [-0.221, 0.426, -0.529], [-0.996, -0.012, 0.050], [0.269, 0.340, -0.221], [-0.077, -0.337, -0.337], [-0.100, -0.202, -0.324], [-0.181, -0.205, -0.032], [-0.941, -0.143, 1.348], [1.263, -0.075, 0.046], [-0.717, -0.222, 0.190], [0.325, 0.004, -0.032], [0.402, 0.055, -0.554], [-0.602, 0.639, -0.620], [1.079, -0.379, -0.814], [-0.480, 0.012, 0.722], [-0.091, -0.188, 0.527], [-0.055, 0.030, -0.100], [-0.397, 0.297, -0.604], [0.194, -0.179, 0.234], [-0.256, 0.125, 0.100], [0.202, -0.153, -0.093]],
  "relative_energy_kj_mol": 0.00,
  "total_charge": 1,
  "s_squared": 3.754,
  "e_homo_ha": [-0.423, -0.423],
  "lumo_ev": [-4.301, -4.242],
  "multiplicity": 4
}